A single CH4N2O molecule, computed with ωB97M-V/def2-TZVPD.

Computed properties:
Orbital gap (spin up / spin down)   8.87 / 8.71 eV
Relative energy (zero: lowest compared OMol25 entry of this formula, charge and spin)   456.4 kJ/mol
F_max   0.06219 hartree/bohr
2S+1   1
Electronic energy   -225.11818 a.u.
Net charge   0

Each line ends with the Löwdin charge.
Geometry (Å):
N -0.66 -0.30 0.96  0.0896
C 0.19 0.08 -0.10  -0.7528
O 0.88 -0.90 -0.70  0.0405
N -0.40 0.33 -1.35  0.2530
H -0.43 0.24 1.78  0.0719
H -0.59 -1.29 1.17  0.0857
H 0.71 1.01 0.14  0.1336
H 0.30 0.83 -1.90  0.0785

2 unconnected molecules or ions with the total composition Cl3H2N3, computed with ωB97M-V/def2-TZVPD.

Computed properties:
Orbital gap (spin up / spin down)   9.28 / 7.34 eV
Relative energy (zero: lowest compared OMol25 entry of this formula, charge and spin)   162.5 kJ/mol
F_max   0.10398 hartree/bohr
2S+1   1
Electronic energy   -1545.83178 a.u.
Net charge   0

Each line ends with the Löwdin charge.
Geometry (Å):
N 1.79 2.08 1.11  -0.1231
N 0.99 1.12 0.87  -0.5888
N -0.83 1.45 2.20  -0.9532
Cl 1.63 -0.36 1.37  0.5799
Cl -1.53 2.82 1.43  0.4251
Cl -0.16 1.92 3.67  0.4517
H 2.30 2.20 2.00  0.0823
H 1.28 3.03 0.91  0.1261

A molecular structure, C21H28GeN2O2PtS2, computed with ωB97M-V/def2-TZVPD.

Computed properties:
Orbital gap   5.73 eV
Relative energy (zero: lowest compared OMol25 entry of this formula, charge and spin)   32.2 kJ/mol
F_max   0.03313 hartree/bohr
2S+1   1
Electronic energy   -4069.58754 a.u.
Net charge   -2

Each line ends with the Löwdin charge.
Geometry (Å):
Pt 0.11 -0.38 0.19  1.0267
C -4.31 0.07 0.04  -0.0310
C -2.95 -0.57 -0.04  -0.2599
N -1.93 0.21 0.23  -0.1019
N -2.25 1.36 0.88  -0.1448
C -1.94 2.57 0.51  -1.2465
S -1.46 3.18 -0.99  0.3869
S -2.35 3.77 1.79  0.7773
C -1.45 3.04 3.26  -0.4124
C -0.04 3.50 3.30  -0.2995
C 0.94 2.80 2.60  -0.0248
C 2.24 3.28 2.54  -0.0712
C 2.59 4.45 3.20  -0.1158
C 1.62 5.14 3.92  -0.1257
C 0.32 4.68 3.97  -0.0743
C -2.82 -1.96 -0.42  -0.1055
C -3.89 -2.66 -1.02  -0.0658
C -3.81 -3.98 -1.40  -0.1526
C -2.63 -4.69 -1.20  -0.1305
C -1.56 -4.05 -0.60  -0.0334
C -1.62 -2.71 -0.18  -0.3578
O -0.62 -2.25 0.50  -0.3022
H -4.21 1.14 -0.08  0.0671
H -4.76 -0.11 1.02  0.0876
H -4.99 -0.30 -0.73  0.0534
H -1.55 1.96 3.11  0.0623
H -2.03 3.37 4.12  0.0572
H 0.68 1.90 2.06  0.0819
H 2.98 2.74 1.96  0.0978
H 3.60 4.83 3.14  0.0840
H 1.89 6.06 4.44  0.0831
H -0.44 5.23 4.51  0.0991
H -4.82 -2.14 -1.19  0.0823
H -4.67 -4.46 -1.86  0.0763
H -2.54 -5.73 -1.51  0.0842
H -0.64 -4.59 -0.40  0.0992
C 2.10 1.71 -0.73  -0.3334
O 0.98 1.40 -0.01  -0.5646
H 2.08 1.33 -1.77  0.0586
H 3.02 1.32 -0.26  0.0404
H 2.20 2.80 -0.78  0.0623
C 2.42 -1.10 3.39  -0.2365
Ge 2.10 -2.39 1.91  0.7632
C 3.79 -3.52 1.83  -0.2520
C 0.77 -3.68 2.63  -0.2409
C 1.90 -1.40 0.23  -0.4657
H 2.64 -1.59 4.34  -0.0038
H 1.53 -0.49 3.52  0.0003
H 3.24 -0.42 3.15  0.0035
H 3.99 -3.99 2.79  -0.0119
H 4.66 -2.91 1.57  -0.0083
H 3.70 -4.30 1.08  -0.0084
H 1.15 -4.14 3.54  0.0010
H 0.55 -4.46 1.91  -0.0038
H -0.15 -3.16 2.85  0.0067
H 1.87 -2.11 -0.61  -0.0253
H 2.80 -0.78 0.12  -0.0321

A molecular structure, C9H15BF4I2InN, computed with ωB97M-V/def2-TZVPD.

Computed properties:
Orbital gap   4.63 eV
Relative energy (zero: lowest compared OMol25 entry of this formula, charge and spin)   0.0 kJ/mol
F_max   0.03720 hartree/bohr
2S+1   1
Electronic energy   -1615.77362 a.u.
Net charge   +2

Each line ends with the Löwdin charge.
Geometry (Å):
C -2.13 2.78 -0.63  -0.1249
C -2.74 2.26 0.67  -0.2362
C -2.69 0.76 0.85  -0.1787
C -1.31 0.15 1.08  -0.2386
N -0.48 0.11 -0.12  0.0975
B 0.44 -1.05 -0.33  -0.6968
C 1.31 -1.44 0.90  -0.6365
I 1.83 -0.04 2.27  1.3816
C 1.82 -2.74 1.09  -0.7470
C 2.71 -3.20 2.16  -0.1636
I 1.32 -4.16 -0.25  1.4093
C 1.51 -0.76 -1.63  -0.3948
F 2.75 -1.24 -1.41  0.1065
F 1.05 -1.33 -2.77  0.1048
C 1.73 0.73 -2.00  -0.4250
F 2.62 0.79 -3.02  0.0629
F 2.21 1.45 -0.98  0.0956
H -2.30 3.84 -0.77  0.0828
H -1.04 2.63 -0.58  0.0390
H -2.50 2.19 -1.47  0.0735
H -2.29 2.78 1.50  0.1187
H -3.78 2.55 0.66  0.1188
H -3.26 0.54 1.75  0.1251
H -3.19 0.22 0.05  0.1254
H -0.82 0.75 1.85  0.0685
H -1.42 -0.86 1.48  0.1322
H -1.10 0.17 -0.92  0.1218
H -0.25 -1.98 -0.72  0.1539
H 2.07 -3.61 2.94  0.1255
H 3.34 -2.41 2.54  0.0501
H 3.34 -4.00 1.81  0.0839
H 0.83 1.24 -2.43  -0.0925
In 0.43 2.86 -3.57  1.2572

2 unconnected molecules or ions with the total composition C5H7Cl2NSi, computed with ωB97M-V/def2-TZVPD.

Computed properties:
Orbital gap (spin up / spin down)   7.32 / 7.32 eV
Relative energy (zero: lowest compared OMol25 entry of this formula, charge and spin)   0.0 kJ/mol
F_max   0.07443 hartree/bohr
2S+1   1
Electronic energy   -1459.35426 a.u.
Net charge   0

Each line ends with the Löwdin charge.
Geometry (Å):
C 2.43 1.28 -0.36  -0.1292
C 1.42 0.29 -0.47  -0.1641
C 1.82 2.45 0.03  -0.1616
C 0.25 0.91 -0.14  -0.1594
C -2.39 -1.96 0.15  -0.2609
N 0.48 2.20 0.16  -0.0293
Si -2.57 -0.08 0.00  -0.1587
Cl -3.43 0.46 -1.75  0.2946
Cl -3.54 0.79 1.53  0.2971
H 3.47 1.15 -0.54  0.0852
H 1.56 -0.73 -0.76  0.0742
H 2.24 3.42 0.22  0.0992
H -3.26 -2.46 -0.25  0.0282
H -1.52 -2.30 -0.40  0.0259
H -2.27 -2.26 1.19  0.0260
H -0.21 2.87 0.45  0.1329

13 unconnected molecules or ions with the total composition C6H35NO12, computed with ωB97M-V/def2-TZVPD.

Computed properties:
Orbital gap   8.23 eV
Relative energy (zero: lowest compared OMol25 entry of this formula, charge and spin)   351.4 kJ/mol
F_max   0.04599 hartree/bohr
2S+1   1
Electronic energy   -1207.21386 a.u.
Net charge   0

Each line ends with the Löwdin charge.
Geometry (Å):
C 0.55 -0.33 -1.04  -0.0529
N 2.57 1.45 -0.34  0.0917
C 2.92 0.08 -0.56  -0.3380
C 1.93 -0.81 -0.76  -0.2600
C 2.12 -2.29 -0.54  -0.1398
C 2.70 -3.13 -1.38  0.0190
C 4.34 -0.23 -0.40  -0.0488
H -0.18 -1.16 -1.09  0.0727
H 0.16 0.22 -0.20  0.0675
H 0.51 0.32 -1.90  0.0673
H 1.75 1.57 0.22  0.0338
H 3.29 2.03 0.08  0.0907
H 1.92 -2.48 0.51  0.1036
H 2.73 -4.20 -1.22  0.0540
H 3.23 -2.77 -2.26  0.0665
H 4.94 -0.41 -1.31  0.0850
H 4.96 0.62 -0.06  0.0790
H 4.54 -1.11 0.21  0.0797
H -2.05 -2.72 -1.81  -0.0020
H -1.66 -4.05 -1.26  0.0521
O -2.13 -3.25 -0.99  -0.0689
H 0.29 2.76 -1.15  0.0148
H 0.39 2.96 0.41  -0.0086
O -0.19 3.11 -0.37  -0.0861
H 1.45 3.16 2.43  0.0596
H -0.06 2.58 2.17  0.0290
O 0.57 3.33 2.07  -0.0589
H -1.83 2.57 -0.48  0.0528
H -3.20 3.13 -0.07  0.0721
O -2.82 2.33 -0.46  -0.0902
H -1.05 1.59 4.38  0.0527
H -1.86 1.58 2.98  0.0142
O -0.98 1.42 3.44  -0.0842
H -3.28 1.67 1.36  0.0111
H -3.27 0.32 2.18  0.0195
O -3.35 1.30 2.25  -0.0687
H -0.32 -2.54 2.31  -0.0039
H -1.03 -2.85 1.03  0.0094
O -1.18 -2.90 1.98  -0.0876
H -0.73 -1.15 -3.05  0.0168
H -2.24 -0.96 -2.97  0.0057
O -1.56 -1.61 -3.25  -0.0737
H -2.98 -1.43 0.68  0.0266
H -3.06 -2.14 2.07  0.0446
O -3.29 -1.34 1.58  -0.0507
H 0.12 -1.09 3.54  0.0596
H 0.98 -0.45 2.51  0.0517
O 0.74 -1.33 2.83  -0.0498
H -3.02 0.99 -1.51  0.0126
H -3.68 -0.46 -1.58  0.0503
O -3.22 0.22 -2.08  -0.0575
H 0.92 2.75 -3.54  0.0649
H 2.28 2.60 -2.87  0.0564
O 1.33 2.50 -2.70  -0.0568

A molecular structure, C3H7N2OS, computed with ωB97M-V/def2-TZVPD.

Computed properties:
Orbital gap   9.56 eV
Relative energy (zero: lowest compared OMol25 entry of this formula, charge and spin)   299.8 kJ/mol
F_max   0.09319 hartree/bohr
2S+1   1
Electronic energy   -701.11056 a.u.
Net charge   +1

Each line ends with the Löwdin charge.
Geometry (Å):
C -0.82 0.11 -0.19  -0.1298
C -0.10 -1.05 -0.33  -0.7304
C 1.68 0.25 0.23  -0.1166
N -2.10 0.64 -0.28  0.1073
N 0.56 0.98 0.74  0.1324
O 1.19 -1.07 -0.07  -0.0377
S -0.88 -2.40 -1.01  0.9703
H 2.06 0.63 -0.71  0.1588
H 2.36 0.01 1.12  0.1841
H -2.79 0.41 0.45  0.1248
H -2.19 1.64 -0.57  0.1357
H 0.66 1.91 0.72  0.1016
H 0.37 0.82 1.75  0.1828
H 0.01 -2.89 -1.86  -0.0833

A molecular structure, C25H65B2N7O9Pb, computed with ωB97M-V/def2-TZVPD.

Computed properties:
Orbital gap   0.94 eV
F_max   0.05345 hartree/bohr
2S+1   1
Electronic energy   -2292.79358 a.u.
Net charge   0

Each line ends with the Löwdin charge.
Geometry (Å):
Pb 1.74 -1.22 -2.35  0.9097
B 1.51 0.02 -0.33  -0.1497
H -0.18 -3.48 -0.08  0.1696
H -1.21 -0.11 -0.21  0.1433
H 6.23 8.61 -0.65  -0.0868
H -6.83 6.23 -7.12  -0.0296
B 3.85 -0.32 -2.39  -0.0525
H -1.10 9.39 -7.05  -0.0305
H 10.77 0.24 -2.15  -0.0789
H 5.40 -3.30 -1.32  0.0150
H 4.22 -7.49 -11.61  -0.1172
C -1.08 3.23 -0.28  -0.3372
O -2.29 3.32 -0.36  0.0003
N -0.20 4.26 -0.52  -0.1838
C 1.20 4.04 -0.53  -0.0882
C -0.71 5.62 -0.74  -0.0363
H -0.52 2.35 0.07  0.0875
H 1.48 2.99 -0.53  0.0562
H 1.74 4.50 0.29  0.0756
H 1.61 4.43 -1.50  0.1013
H -0.78 6.02 -1.77  0.0952
H -1.75 5.43 -0.50  0.0706
H -0.34 6.38 -0.07  0.0877
C 2.03 -4.81 -0.62  -0.3727
O 2.10 -4.21 -1.69  -0.1277
N 1.06 -5.69 -0.34  -0.1987
C -0.13 -5.68 -1.20  -0.0961
C 0.93 -6.37 0.87  -0.0976
H 2.76 -4.75 0.17  0.1318
H 0.10 -5.09 -2.09  0.0658
H -1.04 -5.29 -0.75  0.0512
H -0.41 -6.69 -1.57  0.1003
H 1.79 -6.31 1.52  0.0890
H 0.08 -6.05 1.48  0.0837
H 0.73 -7.45 0.77  0.0980
C 1.02 -1.73 3.33  -0.3223
O 2.17 -1.90 3.62  0.0266
N -0.03 -2.60 3.65  -0.2188
C -1.37 -2.26 3.36  -0.0907
C 0.26 -3.77 4.42  -0.0553
H 0.62 -0.85 2.79  0.1216
H -1.41 -1.70 2.42  0.0621
H -1.83 -1.60 4.10  0.0871
H -1.94 -3.17 3.22  0.0849
H -0.35 -4.58 3.99  0.0864
H 1.30 -4.01 4.25  0.0756
H 0.09 -3.51 5.49  0.1113
C -2.10 -3.22 -3.13  -0.3211
O -0.96 -2.81 -3.25  -0.0791
N -3.05 -2.77 -2.24  -0.1744
C -4.35 -3.33 -2.19  -0.0785
C -2.83 -1.53 -1.42  -0.0689
H -2.53 -4.06 -3.71  0.1394
H -4.54 -4.15 -2.88  0.0901
H -5.06 -2.57 -2.46  0.0819
H -4.54 -3.58 -1.14  0.0945
H -3.69 -0.86 -1.51  0.0935
H -2.51 -1.62 -0.39  0.0199
H -2.00 -1.09 -1.94  0.0269
C 5.09 0.11 3.45  -0.3746
O 5.38 0.64 4.49  0.0351
N 5.43 0.49 2.20  -0.1751
C 5.08 -0.29 1.05  -0.0818
C 6.14 1.76 2.00  -0.0364
H 4.48 -0.77 3.41  0.1057
H 4.57 -1.16 1.36  0.0713
H 6.02 -0.58 0.57  0.0959
H 4.41 0.19 0.34  0.0213
H 6.17 2.37 2.87  0.0670
H 7.20 1.66 1.72  0.0921
H 5.67 2.31 1.16  0.0922
C 0.23 1.15 -5.12  -0.2919
O 0.69 0.54 -4.14  -0.1560
N -0.48 0.61 -6.12  -0.1864
C -0.98 1.38 -7.23  -0.0522
C -0.68 -0.85 -6.10  -0.0098
H 0.37 2.26 -5.23  0.1507
H -0.68 2.41 -7.04  0.0880
H -2.06 1.33 -7.29  0.0960
H -0.49 1.04 -8.16  0.1036
H -0.85 -1.18 -5.06  0.0620
H -1.54 -1.10 -6.73  0.0919
H 0.23 -1.36 -6.47  0.1107
C -5.28 2.27 1.77  -0.3247
O -6.47 2.28 1.80  0.0284
N -4.59 1.08 1.88  -0.1962
C -3.19 0.99 1.90  -0.1109
C -5.24 -0.20 2.14  -0.0323
H -4.68 3.18 1.71  0.1367
H -2.89 0.68 2.89  0.0786
H -2.75 1.98 1.70  0.0617
H -2.76 0.29 1.15  0.0401
H -4.86 -0.62 3.08  0.0922
H -6.27 0.06 2.26  0.0719
H -5.08 -0.85 1.26  0.0920
O 1.04 4.14 2.59  0.0888
C 1.03 3.11 3.21  -0.5483
O -0.08 2.62 3.78  -0.0031
C -1.23 3.52 3.75  -0.2449
C -1.26 4.41 4.90  -0.0752
C 2.11 2.10 3.31  0.0387
H -2.18 2.96 3.71  0.1124
H -1.18 4.11 2.83  0.1132
H -1.34 3.75 5.75  0.0850
H -2.16 5.02 4.83  0.0901
H -0.39 5.07 4.97  0.0911
H 1.93 1.23 3.92  0.0792
H 3.10 2.52 3.53  0.1015
H 2.13 1.82 2.25  0.0738

A molecular structure, C16H11N4O5PdS3, computed with ωB97M-V/def2-TZVPD.

Computed properties:
Orbital gap   4.67 eV
Relative energy (zero: lowest compared OMol25 entry of this formula, charge and spin)   9.1 kJ/mol
F_max   0.00355 hartree/bohr
2S+1   1
Electronic energy   -2533.72148 a.u.
Net charge   +1

Each line ends with the Löwdin charge.
Geometry (Å):
Pd -0.27 0.53 0.94  0.7746
S -0.75 1.01 3.12  0.6445
C 0.83 0.32 3.25  -1.0779
N 1.29 -0.04 2.08  -0.1545
C 2.59 -0.53 2.13  -0.2869
C 3.39 -0.93 1.07  -0.0142
C 4.66 -1.40 1.34  -0.0617
C 5.13 -1.47 2.66  -0.0647
C 4.35 -1.05 3.72  -0.0682
C 3.08 -0.57 3.44  -0.4425
S 1.89 0.05 4.57  1.1096
H 3.03 -0.84 0.05  0.1004
H 5.30 -1.72 0.53  0.1127
H 6.13 -1.84 2.84  0.1139
H 4.73 -1.09 4.73  0.1181
O 1.22 -4.27 -3.52  0.2429
C 0.79 -3.51 -2.72  -0.2047
C -0.37 -3.78 -1.71  -0.2026
O -1.00 -4.78 -1.60  0.2404
C -0.57 -2.50 -0.86  -0.1994
C 0.43 -1.44 -1.36  -0.1762
O 0.54 -0.31 -0.94  0.0755
C 1.30 -2.06 -2.48  -0.2018
O 2.20 -1.51 -3.02  0.2393
O -1.35 -2.35 0.03  0.1888
C -3.51 3.76 -3.34  -0.0930
C -3.06 4.08 -1.92  -0.2332
C -2.92 2.86 -1.07  -0.5796
N -1.82 2.41 -0.61  0.0380
N -1.98 1.27 0.13  -0.1843
C -3.22 0.86 0.22  -0.6939
N -3.59 -0.25 0.89  0.1277
S -4.31 1.88 -0.63  1.1499
H -3.60 4.67 -3.92  0.0810
H -4.48 3.26 -3.36  0.0683
H -2.78 3.11 -3.84  0.0823
H -3.77 4.77 -1.45  0.1174
H -2.09 4.57 -1.92  0.1201
H -2.90 -0.74 1.44  0.0802
H -4.56 -0.43 1.08  0.1137

2 unconnected molecules or ions with the total composition C4H16N3O, computed with ωB97M-V/def2-TZVPD.

Computed properties:
Orbital gap   10.97 eV
Relative energy (zero: lowest compared OMol25 entry of this formula, charge and spin)   298.0 kJ/mol
F_max   0.11270 hartree/bohr
2S+1   1
Electronic energy   -401.18387 a.u.
Net charge   +1

Each line ends with the Löwdin charge.
Geometry (Å):
N -0.37 -1.32 1.04  0.1178
C -1.55 -1.22 0.12  -0.1409
C -1.99 0.18 -0.51  -0.1463
N -0.94 1.25 -0.08  -0.0833
C -0.13 1.63 -1.25  -0.2879
C 1.10 0.75 -1.16  -0.2638
N 1.69 0.82 0.20  -0.0139
H -0.69 -1.02 2.01  0.1952
H 0.41 -0.67 0.74  0.0886
H 0.22 -2.16 1.06  0.1291
H -2.45 -1.73 0.68  0.1513
H -1.37 -2.00 -0.69  0.1342
H -2.99 0.49 -0.18  0.1130
H -2.15 0.11 -1.60  0.1107
H -1.64 2.09 0.04  0.1500
H -0.42 1.65 -2.32  0.1174
H 0.15 2.84 -1.14  0.1781
H 1.71 1.23 -2.01  0.1467
H 0.82 -0.32 -1.23  0.1072
H 2.56 1.37 0.12  0.1036
H 1.34 1.60 0.62  0.0229
H 2.32 -1.05 1.82  0.0752
H 2.45 -2.58 1.76  -0.0035
O 1.89 -1.92 1.96  -0.0016

2 unconnected molecules or ions with the total composition C8H18NO, computed with ωB97M-V/def2-TZVPD.

Computed properties:
Orbital gap   6.95 eV
Relative energy (zero: lowest compared OMol25 entry of this formula, charge and spin)   518.2 kJ/mol
F_max   0.11825 hartree/bohr
2S+1   1
Electronic energy   -445.15072 a.u.
Net charge   +1

Each line ends with the Löwdin charge.
Geometry (Å):
C -3.09 0.99 -0.87  -0.0213
C -2.36 -1.34 -0.60  0.0192
C -2.97 0.36 1.45  0.0290
C 2.28 -1.28 -0.79  -0.0264
C 3.09 1.12 -0.80  -0.0346
C 2.79 0.08 1.50  -0.0098
C -2.67 -0.05 0.09  -0.1531
C 2.36 0.05 -0.04  -0.6126
N 1.08 0.60 0.31  -0.0038
O 0.06 -0.01 0.08  -0.0232
H -2.33 1.77 -1.07  0.1465
H -3.51 0.75 -1.89  0.1389
H -3.70 1.76 -0.46  0.0856
H -2.49 -1.35 -1.65  0.0993
H -3.02 -2.07 -0.15  0.1251
H -1.46 -1.63 -0.18  0.0699
H -3.87 -0.18 1.70  0.1477
H -2.43 -0.14 2.18  0.0963
H -2.97 1.37 1.43  0.0798
H 3.22 -1.63 -0.83  0.0270
H 1.59 -2.08 -0.17  0.1389
H 1.74 -1.24 -1.81  0.1149
H 3.18 2.11 -0.23  0.1203
H 2.55 1.13 -1.84  0.1310
H 4.09 0.93 -0.87  0.0478
H 2.21 -0.67 1.99  0.0685
H 3.85 -0.39 1.55  0.1318
H 2.80 1.02 1.97  0.0676

5 unconnected molecules or ions with the total composition CH11O5, computed with ωB97M-V/def2-TZVPD.

Computed properties:
Orbital gap   9.10 eV
Relative energy (zero: lowest compared OMol25 entry of this formula, charge and spin)   50.3 kJ/mol
F_max   0.07365 hartree/bohr
2S+1   1
Electronic energy   -420.93166 a.u.
Net charge   -1

Each line ends with the Löwdin charge.
Geometry (Å):
C 0.85 1.08 0.99  -0.2452
O 0.17 0.28 0.06  -0.4443
H 0.63 0.84 2.05  0.0736
H 1.94 0.98 0.88  0.0583
H 0.65 2.17 0.84  0.0686
H 1.50 -0.44 -0.81  0.0357
H 2.65 -0.53 -1.81  0.0564
O 2.40 -0.96 -0.92  -0.1780
H -0.26 -1.20 0.71  0.0341
H 0.79 -2.38 0.54  -0.0144
O -0.04 -2.21 0.96  -0.1508
H -1.82 1.71 -0.95  -0.0013
H -0.30 1.42 -0.90  -0.0023
O -1.02 1.91 -1.47  -0.1710
H -1.41 0.16 0.41  -0.0231
H -2.43 -1.05 0.53  0.0515
O -2.39 -0.05 0.44  -0.1479